ORCA calculation (wB97M-V/def2-TZVPD) on C5H6FNO in the gas phase in a non-equilibrium geometry.

Relative energy (zero: lowest compared OMol25 entry of this formula, charge and spin) (kJ/mol): 292.31
Largest force on an atom (eV/Å): 4.71
HOMO-LUMO gap (hartree): 0.340
SMILES: Cc1nc(C)c(F)o1
Highest occupied orbital energy (eV): -8.4

```
! wB97M-V def2-TZVPD RIJCOSX def2/J DEFGRID3
* xyz 0 1
C -2.70 -0.39 0.16
C -1.28 -0.06 -0.01
N -0.45 -1.13 -0.16
C 0.86 -0.60 -0.09
C 2.07 -1.49 0.07
C 0.63 0.79 -0.16
F 1.45 1.70 0.14
O -0.68 1.16 -0.13
H -2.64 -1.47 0.09
H -3.33 0.12 -0.65
H -2.99 0.02 1.10
H 2.07 -2.07 1.00
H 2.62 -0.58 0.39
H 2.40 -2.17 -0.86
*
```

=====

ORCA calculation (wB97M-V/def2-TZVPD) on C5H6FNO in the gas phase in a non-equilibrium geometry.

Relative energy (zero: lowest compared OMol25 entry of this formula, charge and spin) (kJ/mol): 138.64
Largest force on an atom (eV/Å): 2.04
HOMO-LUMO gap (hartree): 0.357
SMILES: C[C@]1(F)C=CNC1=O
Highest occupied orbital energy (eV): -9.2

```
! wB97M-V def2-TZVPD RIJCOSX def2/J DEFGRID3
* xyz 0 1
C 1.78 -0.25 -0.91
C 0.58 -0.40 0.02
F 1.17 -0.28 1.36
C -0.42 -1.50 -0.21
C -1.66 -0.95 -0.10
N -1.63 0.45 0.00
C -0.33 0.87 -0.08
O 0.01 2.02 -0.11
H 1.50 -0.26 -2.01
H 2.25 0.68 -0.65
H 2.51 -0.98 -0.72
H -0.23 -2.52 -0.48
H -2.61 -1.45 0.11
H -2.39 1.10 0.00
*
```

=====

ORCA calculation (wB97M-V/def2-TZVPD) on C5H6FNO in the gas phase in a non-equilibrium geometry.

Relative energy (zero: lowest compared OMol25 entry of this formula, charge and spin) (kJ/mol): 357.34
Largest force on an atom (eV/Å): 4.30
HOMO-LUMO gap (hartree): 0.364
SMILES: CO/C(C#N)=C(\C)F
Highest occupied orbital energy (eV): -9.2

```
! wB97M-V def2-TZVPD RIJCOSX def2/J DEFGRID3
* xyz 0 1
C -2.19 -0.63 0.12
O -0.81 -0.83 -0.47
C -0.06 0.34 -0.23
C -0.73 1.61 -0.16
N -1.30 2.61 0.01
C 1.30 0.42 -0.04
C 2.28 -0.66 0.07
F 1.95 1.54 -0.18
H -2.82 -1.63 0.22
H -2.23 0.08 1.01
H -2.86 -0.05 -0.69
H 1.71 -1.64 0.37
H 2.85 -0.69 -0.88
H 2.93 -0.47 0.85
*
```

=====

ORCA calculation (wB97M-V/def2-TZVPD) on a molecular structure, C5H6FP in a non-equilibrium geometry.

Relative energy (zero: lowest compared OMol25 entry of this formula, charge and spin) (kJ/mol): 166.01
Largest force on an atom (eV/Å): 4.20
HOMO-LUMO gap (hartree): 0.311
Highest occupied orbital energy (eV): -8.5

```
! wB97M-V def2-TZVPD RIJCOSX def2/J DEFGRID3
* xyz 0 1
C 0.07 1.50 -0.64
C 1.28 1.08 -0.07
C -0.95 0.73 -1.05
C 1.52 -0.23 -0.02
C -0.93 -1.57 0.71
F 2.51 -0.82 0.58
P -0.55 -1.07 -1.08
H -0.18 2.60 -0.48
H 2.03 1.84 0.30
H -1.88 1.12 -1.36
H -0.17 -2.24 0.77
H -1.86 -2.08 0.79
H -0.89 -0.86 1.55
*
```

=====

ORCA calculation (wB97M-V/def2-TZVPD) on 2 unconnected molecules or ions with the total composition C5H6I2 in a non-equilibrium geometry.

Relative energy (zero: lowest compared OMol25 entry of this formula, charge and spin) (kJ/mol): 130.14
Largest force on an atom (eV/Å): 4.09
HOMO-LUMO gap (hartree): 0.343
SMILES: C=C1CC=C1I.I
Highest occupied orbital energy (eV): -8.9

```
! wB97M-V def2-TZVPD RIJCOSX def2/J DEFGRID3
* xyz 0 1
C 0.18 0.05 2.08
C -0.13 0.34 0.77
C -0.82 -0.45 -0.42
C -0.43 0.82 -1.22
C 0.12 1.40 -0.16
I 1.15 3.23 0.03
H 0.80 0.79 2.79
H -0.17 -0.89 2.59
H -1.86 -0.52 -0.16
H -0.48 -1.47 -0.84
H -0.51 1.11 -2.24
I 3.73 -0.75 -0.15
H 2.51 -0.16 -0.96
*
```

=====

ORCA calculation (wB97M-V/def2-TZVPD) on C5H6IN in the gas phase in a non-equilibrium geometry.

Relative energy (zero: lowest compared OMol25 entry of this formula, charge and spin) (kJ/mol): 390.43
Largest force on an atom (eV/Å): 4.23
HOMO-LUMO gap (spin up / spin down) (hartree): 0.296 / 0.296
Highest occupied orbital energy (spin up / spin down) (eV): -7.9 / -7.9

```
! wB97M-V def2-TZVPD RIJCOSX def2/J DEFGRID3
* xyz 0 1
C 0.36 0.14 -0.91
C -1.97 0.13 -1.34
C 0.23 -0.37 0.27
C -2.13 -0.38 -0.15
C 0.51 -0.76 1.60
N -0.68 0.59 -1.75
I -3.76 -0.71 0.97
H 1.45 0.36 -1.30
H -2.66 0.07 -2.18
H -0.48 -0.51 2.10
H 0.68 -1.86 1.73
H 1.37 -0.29 2.12
H -0.49 0.41 -2.78
*
```

=====

ORCA calculation (wB97M-V/def2-TZVPD) on C5H6IN in the gas phase in a non-equilibrium geometry.

Relative energy (zero: lowest compared OMol25 entry of this formula, charge and spin) (kJ/mol): 207.29
Largest force on an atom (eV/Å): 5.84
HOMO-LUMO gap (hartree): 0.351
SMILES: [H]/N=C/[C@@H](I)C#CC
Highest occupied orbital energy (eV): -9.3

```
! wB97M-V def2-TZVPD RIJCOSX def2/J DEFGRID3
* xyz 0 1
H 2.83 -2.00 -0.44
N 1.91 -1.88 -0.92
C 0.94 -1.71 -0.17
C -0.52 -1.20 -0.78
I -1.93 -2.69 -0.05
C -0.58 0.11 -0.21
C -0.58 1.22 0.21
C -0.65 2.56 0.67
H 0.93 -1.79 0.91
H -0.50 -1.27 -1.78
H -1.30 3.15 0.04
H 0.44 2.86 0.76
H -0.97 2.62 1.76
*
```

=====

ORCA calculation (wB97M-V/def2-TZVPD) on 2 unconnected molecules or ions with the total composition C5H6INO in a non-equilibrium geometry.

Relative energy (zero: lowest compared OMol25 entry of this formula, charge and spin) (kJ/mol): 212.44
Largest force on an atom (eV/Å): 5.03
HOMO-LUMO gap (hartree): 0.350
SMILES: CCC#CI.N=C=O
Highest occupied orbital energy (eV): -9.1

```
! wB97M-V def2-TZVPD RIJCOSX def2/J DEFGRID3
* xyz 0 1
C -0.16 0.43 1.70
C -0.47 -1.07 1.63
C -0.55 -1.53 0.22
C -0.93 -1.64 -0.90
I -1.59 -1.87 -2.80
H -1.04 1.04 1.89
H 0.30 0.73 0.77
H 0.60 0.51 2.50
H -1.39 -1.25 2.06
H 0.25 -1.74 2.15
N 0.91 1.30 -2.85
C 1.33 1.66 -1.83
O 1.73 1.80 -0.74
H 1.01 1.63 -3.80
*
```